(1)
Below is an isolated molecule of C2H4ClOP at a distorted geometry, with properties calculated with the ωB97M-V functional and the def2-TZVPD basis.

As for the HOMO energy: -0.338 Eh. As for the gap between HOMO and LUMO: 9.632 eV. As for the energy relative to the best compared isomer or geometry (same formula, charge and spin): 121.23 kJ/mol. The SMILES is O/P=C/CCl.

CARTESIAN COORDINATES (ANGSTROEM)
1 O -2.371 0.819 -0.504
2 P -1.136 0.636 0.475
3 C 0.018 -0.126 -0.407
4 C 1.278 -0.491 0.387
5 Cl 2.673 0.364 -0.464
6 H -3.013 1.251 -0.072
7 H -0.146 -0.665 -1.302
8 H 1.451 -1.601 0.389
9 H 1.245 -0.188 1.498

Charges computed using Löwdin, reported in e: atom 1 (O): -0.30, atom 2 (P): 0.88, atom 3 (C): -0.50, atom 4 (C): -0.67, atom 5 (Cl): 0.45, atom 6 (H): -0.05, atom 7 (H): 0.04, atom 8 (H): 0.07, atom 9 (H): 0.07

(2)
Below is a structure of composition C3H4LaO4 at a distorted geometry, with properties calculated with the ωB97M-V functional and the def2-TZVPD basis.

As for the HOMO energy (spin up / spin down): -0.589 / -0.615 Eh. As for the spin multiplicity: 2. As for the net charge: +2. As for the gap between HOMO and LUMO (spin up / spin down): 6.447 / 7.291 eV. As for the energy relative to the best compared isomer or geometry (same formula, charge and spin): 315.51 kJ/mol.

CARTESIAN COORDINATES (ANGSTROEM)
1 C -0.787 -0.402 1.406
2 C -0.020 -1.242 0.409
3 O 0.010 -0.569 -0.851
4 C 0.283 0.706 -0.852
5 O -0.244 0.127 2.407
6 O 0.437 1.330 -1.896
7 O 0.510 1.211 0.321
8 La 0.931 1.324 -4.635
9 H -1.875 -0.305 1.241
10 H -0.531 -2.196 0.232
11 H 1.005 -1.393 0.770
12 H 0.282 1.408 1.448

Charges computed using Löwdin, reported in e: atom 1 (C): -0.13, atom 2 (C): -0.05, atom 3 (O): 0.07, atom 4 (C): -0.65, atom 5 (O): 0.04, atom 6 (O): -0.08, atom 7 (O): 0.09, atom 8 (La): 1.91, atom 9 (H): 0.16, atom 10 (H): 0.16, atom 11 (H): 0.16, atom 12 (H): 0.32

(3)
Below is a structure of composition C20H38BrO12PSi2 at a distorted geometry, with properties calculated with the ωB97M-V functional and the def2-TZVPD basis.

As for the HOMO energy: -0.324 Eh. As for the gap between HOMO and LUMO: 8.734 eV.

CARTESIAN COORDINATES (ANGSTROEM)
1 C -1.270 -1.254 -4.851
2 C -0.387 -0.165 -5.400
3 C -0.423 0.232 -6.732
4 C 0.408 1.210 -7.187
5 C 1.334 1.840 -6.369
6 C 1.385 1.452 -5.054
7 C 2.382 2.031 -4.038
8 Si 3.579 0.643 -3.560
9 O 5.016 0.660 -4.445
10 Si 5.045 -0.560 -5.599
11 Br 5.048 -2.618 -4.664
12 P 3.971 0.540 -1.331
13 O 4.167 -1.139 -1.104
14 O 2.488 0.845 -0.617
15 C 0.527 0.466 -4.593
16 H -1.071 -1.420 -3.785
17 H -2.327 -0.969 -4.920
18 H -1.121 -2.225 -5.337
19 H -1.118 -0.252 -7.416
20 H 0.344 1.518 -8.229
21 H 2.003 2.603 -6.756
22 H 1.766 2.355 -3.188
23 H 2.884 2.918 -4.439
24 H 2.924 -0.647 -3.893
25 H 3.926 -0.435 -6.542
26 H 6.345 -0.449 -6.277
27 H 3.335 -1.494 -1.456
28 H 1.774 0.466 -1.151
29 H 0.591 0.147 -3.551
30 C -7.440 0.826 -1.820
31 C -6.188 0.183 -1.261
32 O -5.083 0.315 -2.167
33 C -4.484 1.506 -2.168
34 O -4.776 2.450 -1.481
35 O -3.509 1.477 -3.081
36 C -2.829 2.722 -3.251
37 H -7.659 0.435 -2.815
38 H -8.292 0.635 -1.168
39 H -7.316 1.905 -1.917
40 H -6.348 -0.886 -1.134
41 H -5.930 0.592 -0.284
42 H -2.470 3.108 -2.299
43 H -3.487 3.445 -3.731
44 H -1.976 2.534 -3.901
45 C 4.786 -1.512 1.887
46 C 3.356 -2.011 1.834
47 O 3.101 -2.939 2.903
48 C 2.884 -2.395 4.096
49 O 2.868 -1.216 4.350
50 O 2.703 -3.382 4.976
51 C 2.535 -2.942 6.326
52 H 5.488 -2.348 1.906
53 H 5.002 -0.894 1.024
54 H 4.965 -0.926 2.790
55 H 3.190 -2.557 0.907
56 H 2.639 -1.189 1.856
57 H 1.746 -2.196 6.402
58 H 3.475 -2.544 6.708
59 H 2.255 -3.812 6.913
60 C -3.826 0.847 8.403
61 C -2.703 -0.058 8.864
62 O -2.016 -0.647 7.752
63 C -1.137 0.149 7.136
64 O -0.873 1.282 7.443
65 O -0.614 -0.528 6.114
66 C 0.296 0.232 5.307
67 H -4.495 0.312 7.728
68 H -4.400 1.210 9.257
69 H -3.437 1.707 7.859
70 H -3.111 -0.888 9.440
71 H -2.000 0.471 9.508
72 H 1.072 0.690 5.914
73 H -0.249 0.992 4.747
74 H 0.761 -0.452 4.609

Charges computed using Löwdin, reported in e: atom 1 (C): -0.04, atom 2 (C): -0.27, atom 3 (C): -0.06, atom 4 (C): -0.09, atom 5 (C): -0.05, atom 6 (C): -0.32, atom 7 (C): -0.21, atom 8 (Si): 0.38, atom 9 (O): -0.45, atom 10 (Si): 0.13, atom 11 (Br): 0.28, atom 12 (P): 0.74, atom 13 (O): -0.38, atom 14 (O): -0.35, atom 15 (C): -0.07, atom 16 (H): 0.08, atom 17 (H): 0.08, atom 18 (H): 0.08, atom 19 (H): 0.12, atom 20 (H): 0.11, atom 21 (H): 0.12, atom 22 (H): 0.08, atom 23 (H): 0.09, atom 24 (H): -0.02, atom 25 (H): -0.04, atom 26 (H): -0.05, atom 27 (H): 0.03, atom 28 (H): 0.03, atom 29 (H): 0.11, atom 30 (C): -0.07, atom 31 (C): -0.21, atom 32 (O): 0.03, atom 33 (C): -0.61, atom 34 (O): 0.13, atom 35 (O): 0.00, atom 36 (C): -0.03, atom 37 (H): 0.08, atom 38 (H): 0.08, atom 39 (H): 0.08, atom 40 (H): 0.12, atom 41 (H): 0.12, atom 42 (H): 0.10, atom 43 (H): 0.10, atom 44 (H): 0.08, atom 45 (C): -0.06, atom 46 (C): -0.21, atom 47 (O): 0.04, atom 48 (C): -0.60, atom 49 (O): 0.10, atom 50 (O): 0.01, atom 51 (C): -0.03, atom 52 (H): 0.09, atom 53 (H): 0.04, atom 54 (H): 0.08, atom 55 (H): 0.11, atom 56 (H): 0.12, atom 57 (H): 0.08, atom 58 (H): 0.10, atom 59 (H): 0.10, atom 60 (C): -0.07, atom 61 (C): -0.22, atom 62 (O): 0.03, atom 63 (C): -0.61, atom 64 (O): 0.12, atom 65 (O): 0.00, atom 66 (C): -0.04, atom 67 (H): 0.08, atom 68 (H): 0.08, atom 69 (H): 0.07, atom 70 (H): 0.12, atom 71 (H): 0.12, atom 72 (H): 0.10, atom 73 (H): 0.10, atom 74 (H): 0.07

(4)
Below is a structure of composition C24H31AuP2Te at a distorted geometry, with properties calculated with the ωB97M-V functional and the def2-TZVPD basis.

As for the HOMO energy (spin up / spin down): -0.497 / -0.497 Eh. As for the net charge: +2. As for the gap between HOMO and LUMO (spin up / spin down): 3.914 / 3.911 eV.

CARTESIAN COORDINATES (ANGSTROEM)
1 Au -1.272 -1.679 1.099
2 C -0.633 -2.125 4.400
3 P -0.039 -1.108 3.023
4 C 1.761 -1.148 3.352
5 C -0.581 0.596 3.439
6 C -0.094 1.652 2.454
7 P -0.540 1.378 0.677
8 C 0.150 2.946 0.034
9 C -2.350 1.754 0.691
10 H -0.250 -1.725 5.341
11 H -0.258 -3.140 4.262
12 H -1.721 -2.162 4.430
13 H 1.914 -0.802 4.377
14 H 2.345 -0.532 2.669
15 H 2.091 -2.185 3.270
16 H -0.233 0.844 4.451
17 H -1.678 0.582 3.451
18 H 0.994 1.755 2.496
19 H -0.529 2.621 2.724
20 H -0.237 3.790 0.602
21 H -0.121 3.074 -1.010
22 H 1.237 2.924 0.115
23 H -2.537 2.585 1.372
24 H -2.929 0.884 0.999
25 H -2.656 2.036 -0.314
26 Te 1.892 -0.186 -0.105
27 C 3.430 1.046 -0.904
28 C 3.220 1.802 -2.055
29 C 4.251 2.575 -2.553
30 C 5.488 2.582 -1.921
31 C 5.694 1.822 -0.779
32 C 4.664 1.066 -0.253
33 C 1.069 -0.569 -2.019
34 C 1.785 -1.440 -2.829
35 C 1.371 -1.656 -4.132
36 C 0.249 -1.002 -4.617
37 C -0.468 -0.142 -3.798
38 C -0.064 0.070 -2.491
39 H 2.259 1.793 -2.556
40 H 4.096 3.166 -3.443
41 H 6.288 3.191 -2.309
42 H 6.663 1.813 -0.305
43 H 4.820 0.484 0.647
44 H 2.660 -1.948 -2.442
45 H 1.935 -2.323 -4.768
46 H -0.065 -1.164 -5.636
47 H -1.330 0.382 -4.180
48 H -0.623 0.733 -1.838
49 C -5.707 -2.470 -0.687
50 C -4.636 -2.454 -1.556
51 C -3.348 -2.207 -1.075
52 C -3.186 -1.987 0.271
53 C -4.244 -1.985 1.150
54 C -5.525 -2.241 0.662
55 H -6.703 -2.667 -1.062
56 H -4.768 -2.635 -2.612
57 H -2.524 -2.208 -1.771
58 H -4.122 -1.797 2.207
59 H -6.354 -2.257 1.356

Charges computed using Löwdin, reported in e: atom 1 (Au): 0.67, atom 2 (C): -0.24, atom 3 (P): 0.65, atom 4 (C): -0.28, atom 5 (C): -0.39, atom 6 (C): -0.41, atom 7 (P): 0.82, atom 8 (C): -0.25, atom 9 (C): -0.19, atom 10 (H): 0.06, atom 11 (H): 0.06, atom 12 (H): 0.05, atom 13 (H): 0.06, atom 14 (H): -0.04, atom 15 (H): 0.06, atom 16 (H): 0.11, atom 17 (H): 0.09, atom 18 (H): 0.08, atom 19 (H): 0.10, atom 20 (H): 0.07, atom 21 (H): 0.06, atom 22 (H): 0.04, atom 23 (H): 0.08, atom 24 (H): 0.03, atom 25 (H): 0.06, atom 26 (Te): 1.64, atom 27 (C): -0.47, atom 28 (C): -0.11, atom 29 (C): -0.04, atom 30 (C): -0.02, atom 31 (C): -0.04, atom 32 (C): -0.12, atom 33 (C): -0.51, atom 34 (C): -0.12, atom 35 (C): -0.04, atom 36 (C): -0.03, atom 37 (C): -0.05, atom 38 (C): -0.16, atom 39 (H): 0.10, atom 40 (H): 0.12, atom 41 (H): 0.13, atom 42 (H): 0.12, atom 43 (H): 0.10, atom 44 (H): 0.11, atom 45 (H): 0.13, atom 46 (H): 0.12, atom 47 (H): 0.12, atom 48 (H): 0.05, atom 49 (C): -0.08, atom 50 (C): -0.08, atom 51 (C): -0.16, atom 52 (C): -0.35, atom 53 (C): -0.16, atom 54 (C): -0.07, atom 55 (H): 0.11, atom 56 (H): 0.11, atom 57 (H): 0.08, atom 58 (H): 0.08, atom 59 (H): 0.11

Please write out number 1 again, unchanged.
Below is an isolated molecule of C2H4ClOP at a distorted geometry, with properties calculated with the ωB97M-V functional and the def2-TZVPD basis.

As for the HOMO energy: -0.338 Eh. As for the gap between HOMO and LUMO: 9.632 eV. As for the energy relative to the best compared isomer or geometry (same formula, charge and spin): 121.23 kJ/mol. The SMILES is O/P=C/CCl.

CARTESIAN COORDINATES (ANGSTROEM)
1 O -2.371 0.819 -0.504
2 P -1.136 0.636 0.475
3 C 0.018 -0.126 -0.407
4 C 1.278 -0.491 0.387
5 Cl 2.673 0.364 -0.464
6 H -3.013 1.251 -0.072
7 H -0.146 -0.665 -1.302
8 H 1.451 -1.601 0.389
9 H 1.245 -0.188 1.498

Charges computed using Löwdin, reported in e: atom 1 (O): -0.30, atom 2 (P): 0.88, atom 3 (C): -0.50, atom 4 (C): -0.67, atom 5 (Cl): 0.45, atom 6 (H): -0.05, atom 7 (H): 0.04, atom 8 (H): 0.07, atom 9 (H): 0.07